DFT (wB97M-V/def2-TZVPD) results for 2 unconnected molecules or ions with the total composition C4H8N2O2.

## Properties
- total charge = 0
- M (g mol⁻¹) = 116.120
- HOMO energy (eV) = -8.22
- gap between HOMO and LUMO (Ha) = 0.275
- relative energy (zero: lowest compared OMol25 entry of this formula, charge and spin) (kcal per mole) = 74.1
- energy (eV) = -11350.9007

Last column: Löwdin charge in e.
CARTESIAN COORDINATES (ANGSTROEM)
O: 1.057 -0.348 1.265  -0.077
O: 0.725 -1.756 -0.458  -0.060
N: -0.382 1.559 -0.203  0.033
N: -0.418 -2.069 1.480  0.099
C: 0.883 0.898 -2.102  0.081
C: -0.949 1.174 0.878  0.148
C: -0.149 0.689 -1.303  -0.167
C: 0.555 -1.357 0.713  -0.856
H: -0.823 -0.149 -1.364  0.124
H: 1.139 0.129 -2.808  0.078
H: 0.058 2.472 -0.209  0.171
H: -1.124 1.875 1.679  0.118
H: -1.266 0.138 0.957  0.092
H: 1.451 1.817 -2.038  0.073
H: -0.592 -2.955 1.056  0.066
H: -0.165 -2.119 2.458  0.077

***

DFT (wB97M-V/def2-TZVPD) results for a single C7H12O molecule in a non-equilibrium geometry.

## Properties
- total charge = 0
- M (g mol⁻¹) = 112.172
- HOMO energy (eV) = -5.81
- gap between HOMO and LUMO (Ha) = 0.143
- relative energy (zero: lowest compared OMol25 entry of this formula, charge and spin) (kcal per mole) = 134.1
- energy (eV) = -9495.0013

Last column: Löwdin charge in e.
CARTESIAN COORDINATES (ANGSTROEM)
O: 3.418 -0.047 0.581  -0.094
C: 1.181 -0.040 1.670  -0.092
C: -0.527 -0.456 -0.187  -0.183
C: -3.636 -0.103 -2.245  0.010
C: -2.726 -0.466 -1.301  -0.220
C: 0.335 0.616 0.724  -0.177
C: -1.430 0.078 -1.151  -0.126
C: 2.622 0.251 1.780  -0.260
H: -1.027 0.666 -1.974  0.109
H: -0.433 1.229 1.195  0.123
H: 2.852 1.296 2.007  0.112
H: -3.280 0.643 -2.944  0.049
H: 0.838 -0.876 2.268  0.098
H: 3.126 -0.388 2.504  0.109
H: -3.015 -1.142 -0.526  0.089
H: 0.188 -1.167 -0.594  0.129
H: 0.898 1.276 0.055  0.111
H: -1.104 -1.018 0.553  0.107
H: -4.681 -0.333 -2.128  0.043
H: 3.372 0.695 -0.026  0.063

***

DFT (wB97M-V/def2-TZVPD) results for a single C4H7N3 molecule.

## Properties
- total charge = 0
- M (g mol⁻¹) = 97.121
- HOMO energy (eV) = -8.65
- gap between HOMO and LUMO (Ha) = 0.355
- relative energy (zero: lowest compared OMol25 entry of this formula, charge and spin) (kcal per mole) = 91.2
- energy (eV) = -8727.7236

Last column: Löwdin charge in e.
CARTESIAN COORDINATES (ANGSTROEM)
N: -1.968 -0.748 0.509  0.107
N: 1.759 -0.848 0.735  0.083
N: -0.943 1.469 -0.074  0.065
C: 0.448 1.247 -0.521  -0.159
C: 0.126 -0.103 -1.065  -0.065
C: 0.690 -0.037 0.290  -0.296
C: -0.853 0.006 0.084  -0.421
H: 2.306 -1.210 -0.041  0.076
H: -2.629 -0.844 -0.257  0.085
H: 1.136 1.992 -0.901  0.131
H: -1.719 -1.670 0.843  0.081
H: 0.386 -0.767 -1.874  0.135
H: 2.384 -0.408 1.401  0.075
H: -0.991 1.929 0.837  0.102

***

DFT (wB97M-V/def2-TZVPD) results for a single C5H7NO molecule in a non-equilibrium geometry.

## Properties
- total charge = 0
- M (g mol⁻¹) = 97.117
- HOMO energy (eV) = -8.88
- gap between HOMO and LUMO (Ha) = 0.359
- relative energy (zero: lowest compared OMol25 entry of this formula, charge and spin) (kcal per mole) = 177.9
- SMILES = C1=C[C@@H]2N[C@H]2CO1
- energy (eV) = -8828.4904

Last column: Löwdin charge in e.
CARTESIAN COORDINATES (ANGSTROEM)
O: 0.069 0.706 1.555  -0.136
N: 0.155 -1.269 -1.589  0.147
C: 0.081 -0.984 1.349  0.040
C: 0.581 -0.006 -0.905  -0.303
C: -0.225 1.255 -0.869  -0.054
C: -0.224 -0.919 -0.219  -0.343
C: -0.496 1.357 0.421  -0.204
H: 1.752 0.096 -1.066  0.202
H: -0.807 2.408 0.805  0.146
H: 0.962 -1.636 -1.408  0.001
H: -0.977 -1.347 1.705  0.117
H: -0.670 1.789 -1.778  0.141
H: 0.986 -1.594 1.974  0.165
H: -1.191 -0.697 -0.207  0.082

***

DFT (wB97M-V/def2-TZVPD) results for a single C5H11NOS molecule in a non-equilibrium geometry.

## Properties
- total charge = 0
- M (g mol⁻¹) = 133.216
- HOMO energy (eV) = -8.55
- gap between HOMO and LUMO (Ha) = 0.343
- relative energy (zero: lowest compared OMol25 entry of this formula, charge and spin) (kcal per mole) = 141.8
- SMILES = C=C(CN)SCOC
- energy (eV) = -19730.9479

Last column: Löwdin charge in e.
CARTESIAN COORDINATES (ANGSTROEM)
S: -0.349 -1.606 -0.589  0.909
O: -1.404 0.668 0.009  -0.341
N: 1.658 1.733 -0.148  -0.091
C: -1.352 -0.246 -1.129  -0.571
C: 1.242 -0.914 0.010  -0.631
C: 1.854 -1.393 1.014  -0.045
C: -2.721 0.178 0.821  -0.009
C: 1.704 0.252 -0.845  -0.253
H: 0.736 1.890 0.503  0.091
H: -2.258 -0.290 1.903  0.149
H: 2.475 1.745 0.690  0.104
H: -2.373 -0.669 -1.219  0.048
H: -0.983 0.365 -2.042  0.106
H: -3.235 -0.394 0.031  0.046
H: 2.807 -1.047 1.153  0.035
H: 2.779 -0.036 -1.122  0.114
H: 1.511 -2.111 1.824  0.101
H: -3.142 1.227 1.016  0.087
H: 1.051 0.647 -1.881  0.151

***

Which formula does entry 1 have?
C4H8N2O2